A structure of composition C34H27FeN5O2S. Source: the OMol25 dataset; level of theory: ωB97M-V with the def2-TZVPD basis set.

```
! RIJCOSX wB97M-V def2-TZVPD def2/J DEFGRID3
* xyz 1 6
Fe -0.26 -0.31 0.56
C 3.86 0.82 -0.49
C 4.43 0.75 0.77
C 3.65 0.40 1.87
C 2.30 0.08 1.69
C 1.73 0.11 0.41
C 2.51 0.50 -0.66
C 1.42 -0.17 2.85
C 1.90 -0.46 4.15
C 1.02 -0.61 5.17
C -0.37 -0.42 4.96
C -1.32 -0.49 6.00
C -2.64 -0.24 5.74
C -3.05 0.10 4.44
C -2.15 0.15 3.41
C -0.79 -0.13 3.65
N 0.12 -0.07 2.62
H 4.46 1.12 -1.34
H 5.47 1.00 0.91
H 4.10 0.39 2.85
H 2.09 0.55 -1.66
H 2.96 -0.58 4.32
H 1.37 -0.86 6.17
H -0.98 -0.73 7.00
H -3.36 -0.28 6.54
H -4.09 0.32 4.25
H -2.48 0.42 2.41
O -2.07 -1.52 0.92
S -2.83 -0.94 -0.22
O -4.14 -0.46 0.06
N -1.78 0.16 -0.71
C -2.21 1.49 -0.92
C -3.28 1.90 -1.67
C -3.60 3.27 -1.77
C -2.85 4.22 -1.14
C -1.73 3.83 -0.36
C -0.88 4.73 0.32
C 0.19 4.25 1.02
C 0.41 2.86 1.07
N -0.37 1.99 0.47
C -1.43 2.46 -0.25
C -2.92 -2.20 -1.44
C -1.94 -2.31 -2.42
C -2.01 -3.37 -3.32
C -3.04 -4.29 -3.22
C -4.02 -4.17 -2.23
C -3.96 -3.11 -1.34
H -3.88 1.17 -2.19
H -4.45 3.57 -2.37
H -3.09 5.27 -1.22
H -1.08 5.79 0.26
H 0.87 4.91 1.55
H 1.26 2.46 1.61
H -1.15 -1.58 -2.49
H -1.27 -3.47 -4.09
H -3.09 -5.12 -3.92
H -4.82 -4.89 -2.17
H -4.72 -2.99 -0.57
C 3.08 -2.78 0.19
C 1.69 -3.30 0.33
N 0.52 -2.67 0.46
C -0.43 -3.69 0.56
C 0.17 -4.90 0.49
N 1.51 -4.63 0.35
H 3.11 -1.70 0.07
H 3.56 -3.23 -0.68
H 3.67 -3.04 1.07
H -1.47 -3.48 0.69
H -0.23 -5.90 0.54
H 2.24 -5.31 0.27
*
```

Computed properties:
Molecular weight in u: 625.54
Orbital gap (spin up / spin down) in eV: 7.89 / 7.24
Calculated total energy in Ha: -3397.84502

A structure of composition C34H28AsCl3N6STc. Source: the OMol25 dataset; level of theory: ωB97M-V with the def2-TZVPD basis set.

```
! RIJCOSX wB97M-V def2-TZVPD def2/J DEFGRID3
* xyz 4 4
Tc 0.09 0.15 0.08
C -0.12 3.09 3.16
C 0.29 2.35 2.08
N -0.17 1.09 1.89
C -1.04 0.55 2.78
C -1.50 1.24 3.89
C -1.03 2.55 4.06
C -2.52 0.63 4.76
C -2.66 0.77 6.08
C -1.79 1.42 7.08
C -0.40 1.52 7.00
C 0.24 2.15 8.06
N -0.42 2.65 9.10
C -1.74 2.49 9.09
N -2.46 1.89 8.14
H 0.25 4.10 3.29
H 0.99 2.74 1.35
H -1.36 -0.47 2.60
H -1.38 3.14 4.90
H -3.27 0.04 4.24
H -3.55 0.36 6.53
H 0.17 1.07 6.20
H 1.32 2.25 8.08
H -2.29 2.88 9.94
Cl 4.91 2.42 0.85
C 4.41 1.64 -0.64
Cl 5.36 0.18 -0.96
Cl 4.42 2.73 -2.00
C 3.04 1.16 -0.44
N 1.97 0.77 -0.27
C 3.14 0.38 -5.45
C 1.94 1.04 -5.69
C 0.88 0.91 -4.81
C 1.03 0.12 -3.68
C 2.23 -0.54 -3.42
C 3.29 -0.41 -4.31
As -0.44 -0.17 -2.49
C -1.90 1.00 -2.99
C -1.97 2.36 -2.90
C -3.14 3.01 -3.36
C -4.21 2.29 -3.89
C -4.14 0.92 -3.99
C -2.98 0.24 -3.54
C -2.76 -1.16 -3.65
C -3.67 -2.08 -4.24
C -3.32 -3.41 -4.35
C -2.07 -3.84 -3.88
C -1.16 -2.95 -3.27
C -1.50 -1.64 -3.15
H 3.96 0.48 -6.14
H 1.84 1.65 -6.58
H -0.05 1.42 -5.02
H 2.34 -1.19 -2.55
H 4.21 -0.94 -4.14
H -1.15 2.96 -2.52
H -3.20 4.09 -3.30
H -5.09 2.81 -4.24
H -4.97 0.37 -4.41
H -4.62 -1.75 -4.62
H -3.99 -4.11 -4.81
H -1.80 -4.89 -3.99
H -0.20 -3.33 -2.93
S 0.27 -1.94 0.86
C 1.76 -2.86 0.64
N 1.80 -4.10 1.05
C 3.14 -4.70 0.86
C 3.95 -3.52 0.27
N 2.91 -2.46 0.14
H 1.02 -4.60 1.46
H 3.08 -5.55 0.18
H 3.53 -5.04 1.81
H 4.37 -3.75 -0.70
H 4.74 -3.18 0.94
H 3.12 -1.51 -0.09
*
```

Computed properties:
Molecular weight in u: 831.99
Orbital gap (spin up / spin down) in eV: 3.67 / 2.79
Calculated total energy in Ha: -5734.75939
Energy above the lowest of the compared OMol25 structures with the same formula, charge and spin in kcal per mole: 32.2

A structure of composition C34H28Br2Cl2N3NiO7. Source: the OMol25 dataset; level of theory: ωB97M-V with the def2-TZVPD basis set.

```
! RIJCOSX wB97M-V def2-TZVPD def2/J DEFGRID3
* xyz -1 1
Ni 1.66 0.22 0.16
Cl 0.65 2.86 6.99
C 0.93 2.47 5.31
C 1.32 3.49 4.43
C 1.54 3.19 3.11
Cl 2.00 4.47 2.04
C 1.39 1.88 2.56
O 1.61 1.72 1.32
C 0.97 0.88 3.49
C 0.67 -0.50 3.14
O 0.69 -1.03 2.05
C 0.76 1.20 4.84
H 1.45 4.50 4.79
H 0.38 -1.11 4.02
H 0.44 0.42 5.52
C 0.14 -1.42 -2.51
C 1.62 -1.54 -2.34
C 2.36 -2.20 -3.35
C 3.69 -2.42 -3.22
C 4.35 -1.99 -2.05
C 5.71 -2.21 -1.74
Br 6.84 -3.13 -2.97
C 6.24 -1.77 -0.56
C 5.45 -1.09 0.36
Br 6.21 -0.51 1.99
C 4.11 -0.82 0.13
O 3.32 -0.19 0.93
C 3.57 -1.31 -1.11
N 2.22 -1.07 -1.27
H -0.22 -2.22 -3.15
H -0.14 -0.46 -2.94
H -0.37 -1.48 -1.55
H 1.82 -2.54 -4.23
H 4.25 -2.93 -4.00
H 7.29 -1.94 -0.34
C -3.83 -4.57 -2.26
C -3.20 -3.64 -1.25
C -2.04 -4.03 -0.59
C -1.44 -3.19 0.34
C -2.00 -1.95 0.62
C -3.16 -1.55 -0.04
N -3.77 -0.32 0.26
C -3.15 0.73 0.94
C -3.82 1.30 2.02
C -3.29 2.37 2.72
C -2.06 2.89 2.35
C -1.39 2.33 1.28
C -1.91 1.27 0.55
C -1.21 0.87 -0.73
O -1.89 0.68 -1.73
O 0.08 0.90 -0.73
C -3.77 -2.39 -0.98
C -4.98 -1.89 -1.71
H -3.31 -5.53 -2.25
H -3.76 -4.16 -3.27
H -4.88 -4.75 -2.04
H -1.61 -5.00 -0.80
H -0.53 -3.48 0.85
H -1.53 -1.31 1.35
H -4.77 -0.36 0.36
H -4.77 0.86 2.33
H -3.84 2.79 3.56
H -1.62 3.72 2.90
H -0.43 2.71 0.97
H -4.83 -0.85 -2.02
H -5.88 -1.92 -1.08
H -5.20 -2.48 -2.60
N -0.36 3.76 -1.86
C 0.89 4.49 -1.80
C 2.10 3.64 -2.17
O 3.15 4.14 -2.51
O 1.94 2.33 -2.08
H -0.94 3.88 -1.04
H 1.02 2.11 -1.78
H -0.90 3.94 -2.68
H 1.08 4.85 -0.79
H 0.92 5.36 -2.46
*
```

Computed properties:
Molecular weight in u: 880.02
Orbital gap (spin up / spin down) in eV: 7.55 / 7.55
Calculated total energy in Ha: -9580.34144

A cluster of 3 separate species, C34H28Cl2FN4O5 in total. Source: the OMol25 dataset; level of theory: ωB97M-V with the def2-TZVPD basis set.

```
! RIJCOSX wB97M-V def2-TZVPD def2/J DEFGRID3
* xyz 1 1
C 6.41 -0.64 -2.13
C 4.96 -1.08 -2.25
Cl 4.69 -2.65 -1.39
C 3.93 -0.11 -1.68
Cl 4.39 1.59 -1.95
N 2.62 -0.34 -2.30
C 1.51 -0.07 -1.53
N 1.09 1.23 -1.24
N 0.79 -1.03 -1.02
N -0.41 -0.73 -0.38
C 1.13 -2.44 -1.16
C 0.88 -3.00 -2.56
O 1.34 -3.99 -2.97
F 0.06 -2.21 -3.28
H 6.70 -0.07 -3.01
H 7.05 -1.52 -2.08
H 6.59 -0.04 -1.24
H 4.71 -1.28 -3.29
H 3.85 -0.23 -0.59
H 2.57 -1.18 -2.86
H 1.76 1.74 -0.64
H 1.04 1.75 -2.12
H -0.30 0.04 0.27
H -0.76 -1.55 0.10
H 2.20 -2.59 -0.95
H 0.56 -3.02 -0.44
C 0.74 0.35 4.47
C 0.98 0.92 5.72
C 1.71 2.10 5.81
C 2.20 2.71 4.66
C 1.97 2.13 3.41
C 1.23 0.95 3.33
C 2.51 2.74 2.17
O 2.31 2.24 1.08
C 3.31 3.99 2.31
C 3.87 4.56 1.16
C 4.61 5.72 1.26
C 4.80 6.32 2.50
C 4.25 5.76 3.64
C 3.52 4.59 3.55
C 2.96 3.98 4.80
O 3.12 4.51 5.87
H 0.17 -0.57 4.40
H 0.61 0.45 6.61
H 1.90 2.56 6.77
H 1.05 0.52 2.35
H 3.71 4.08 0.21
H 5.04 6.17 0.38
H 5.38 7.24 2.58
H 4.40 6.21 4.62
C -8.36 -4.49 -0.24
C -7.88 -3.86 0.90
C -6.85 -2.94 0.81
C -6.29 -2.65 -0.43
C -6.76 -3.30 -1.58
C -7.80 -4.21 -1.48
C -6.16 -3.04 -2.92
O -6.57 -3.59 -3.91
C -5.03 -2.07 -2.99
C -4.41 -1.83 -4.21
C -3.37 -0.93 -4.30
C -2.94 -0.25 -3.17
C -3.55 -0.48 -1.94
C -4.58 -1.39 -1.85
C -5.19 -1.65 -0.51
O -4.79 -1.07 0.48
H -9.17 -5.21 -0.17
H -8.32 -4.09 1.86
H -6.47 -2.44 1.69
H -8.16 -4.70 -2.38
H -4.77 -2.36 -5.09
H -2.89 -0.75 -5.26
H -2.13 0.47 -3.24
H -3.23 0.05 -1.05
*
```

Computed properties:
Molecular weight in u: 662.52
Orbital gap in eV: 7.99
Calculated total energy in Ha: -2927.71752
Energy above the lowest of the compared OMol25 structures with the same formula, charge and spin in kcal per mole: 0.0